Entry 1:
The following is a DFT calculation (wB97M-V/def2-TZVPD) of one molecule with the formula C17H29N5O7.

## Properties
- HOMO level (eV) = -9.0
- SMILES = COCCOCC(=O)NC[C@@]1(OC)CCN(C(=O)CCCn2c(O)nnc2O)C1
- electronic energy (Eh) = -1465.65933
- lowest unoccupied orbital energy (Ha) = 0.022
- Kohn-Sham gap (eV) = 9.61

CARTESIAN COORDINATES (ANGSTROEM)
C (0.494, 4.352, 3.956)
O (1.245, 3.292, 3.415)
C (0.661, 2.775, 2.245)
C (1.476, 1.613, 1.747)
O (1.315, 0.516, 2.654)
C (2.109, -0.654, 2.387)
C (2.616, -0.726, 0.947)
O (3.742, -0.392, 0.627)
N (1.666, -1.165, 0.087)
C (1.866, -1.298, -1.337)
C (1.501, -0.053, -2.167)
O (2.382, 1.028, -1.955)
C (3.729, 0.825, -2.348)
C (1.319, -0.467, -3.637)
C (-0.101, -1.042, -3.688)
N (-0.781, -0.391, -2.566)
C (-2.056, -0.719, -2.243)
O (-2.688, -1.535, -2.895)
C (-2.635, -0.001, -1.032)
C (-3.927, -0.628, -0.509)
C (-3.892, -0.807, 1.008)
N (-2.769, -1.660, 1.394)
C (-1.518, -1.277, 1.796)
O (-1.299, -0.040, 2.222)
N (-0.659, -2.243, 1.689)
N (-1.352, -3.348, 1.170)
C (-2.568, -2.958, 1.010)
O (-3.600, -3.670, 0.546)
C (0.112, 0.479, -1.824)
H (1.010, 4.696, 4.850)
H (0.412, 5.185, 3.247)
H (-0.516, 4.025, 4.229)
H (-0.375, 2.464, 2.437)
H (0.638, 3.540, 1.455)
H (1.150, 1.340, 0.742)
H (2.530, 1.896, 1.697)
H (2.987, -0.628, 3.032)
H (1.493, -1.520, 2.622)
H (0.843, -1.588, 0.509)
H (2.907, -1.562, -1.533)
H (1.249, -2.132, -1.678)
H (4.217, 1.794, -2.274)
H (4.240, 0.128, -1.683)
H (3.793, 0.479, -3.385)
H (1.399, 0.431, -4.253)
H (2.060, -1.188, -3.981)
H (-0.612, -0.829, -4.627)
H (-0.121, -2.126, -3.553)
H (-1.881, -0.013, -0.247)
H (-2.763, 1.055, -1.283)
H (-4.800, -0.034, -0.781)
H (-4.061, -1.602, -0.979)
H (-3.756, 0.139, 1.532)
H (-4.812, -1.266, 1.368)
H (-0.339, 0.078, 2.465)
H (-3.258, -4.534, 0.281)
H (-0.075, 0.444, -0.754)
H (0.052, 1.521, -2.154)



Entry 2:
The following is a DFT calculation (wB97M-V/def2-TZVPD) of C17H29N6O5PdS2 as an isolated structure.

## Properties
- HOMO level (spin up / spin down) (eV) = -11.4 / -11.9
- electronic energy (Eh) = -2293.94434
- lowest unoccupied orbital energy (spin up / spin down) (Ha) = -0.085 / -0.171
- total charge = +1
- spin multiplicity = 3
- expectation value of S² = 2.005
- Kohn-Sham gap (spin up / spin down) (eV) = 9.12 / 7.26

CARTESIAN COORDINATES (ANGSTROEM)
Pd (-10.472, -13.673, -6.576)
C (-15.581, -11.499, -5.236)
C (-14.866, -11.413, -6.573)
N (-14.737, -12.624, -7.373)
C (-13.701, -13.482, -7.302)
S (-12.785, -13.637, -5.897)
N (-13.593, -14.386, -8.285)
C (-14.418, -14.510, -9.456)
C (-15.823, -15.011, -9.109)
H (-15.620, -10.488, -4.813)
H (-14.975, -12.187, -4.614)
H (-16.585, -11.859, -5.297)
H (-13.870, -11.029, -6.372)
H (-15.355, -10.683, -7.209)
H (-15.355, -12.694, -8.184)
H (-12.882, -15.061, -8.151)
H (-13.979, -15.167, -10.196)
H (-14.501, -13.559, -9.990)
H (-15.915, -16.068, -8.800)
H (-16.466, -14.975, -9.964)
H (-16.283, -14.384, -8.392)
O (-10.060, -14.675, -10.305)
C (-10.009, -15.462, -9.275)
O (-10.713, -15.201, -8.299)
C (-9.065, -16.635, -9.462)
N (-8.203, -16.357, -10.586)
C (-8.292, -17.399, -11.599)
C (-8.931, -18.611, -10.911)
C (-9.857, -17.950, -9.878)
H (-8.509, -16.824, -8.529)
H (-7.281, -16.265, -10.176)
H (-9.235, -14.957, -10.882)
H (-7.279, -17.611, -12.048)
H (-8.951, -16.957, -12.378)
H (-8.099, -19.097, -10.303)
H (-9.374, -19.313, -11.600)
H (-10.106, -18.554, -9.013)
H (-10.752, -17.600, -10.366)
N (-10.984, -11.248, -4.509)
N (-9.990, -12.269, -4.848)
H (-10.732, -10.821, -3.606)
H (-11.835, -11.806, -4.375)
H (-9.678, -12.795, -4.053)
H (-9.154, -11.843, -5.258)
O (-8.426, -15.024, -3.977)
C (-7.869, -14.565, -4.925)
N (-8.499, -14.434, -6.139)
S (-7.645, -13.552, -7.219)
O (-7.226, -14.251, -8.398)
O (-8.611, -12.449, -7.442)
C (-6.317, -13.239, -6.125)
C (-5.152, -12.609, -6.486)
C (-4.116, -12.589, -5.564)
C (-4.241, -13.329, -4.368)
C (-5.400, -14.034, -4.095)
C (-6.467, -14.001, -4.972)
H (-4.987, -11.993, -7.380)
H (-3.234, -11.974, -5.777)
H (-3.383, -13.318, -3.688)
H (-5.379, -14.568, -3.158)



Entry 3:
The following is a DFT calculation (wB97M-V/def2-TZVPD) of one molecule with the formula C17H30N2O4.

## Properties
- HOMO level (eV) = -9.4
- SMILES = CCOC(=O)CNC(=O)[C@@H](CC(C)C)NC(=O)C1CCCCC1
- electronic energy (Eh) = -1076.32748
- lowest unoccupied orbital energy (Ha) = 0.027
- Kohn-Sham gap (eV) = 10.10

CARTESIAN COORDINATES (ANGSTROEM)
C (6.666, 1.288, -1.527)
C (6.565, -0.017, -0.752)
H (6.326, -0.843, -1.430)
H (7.490, -0.231, -0.214)
O (5.556, 0.054, 0.262)
C (4.299, -0.176, -0.117)
O (3.954, -0.447, -1.235)
C (3.355, -0.056, 1.072)
N (1.984, -0.191, 0.665)
C (1.261, -1.289, 0.955)
O (1.648, -2.184, 1.677)
C (-0.138, -1.256, 0.303)
N (-0.922, -0.187, 0.898)
C (-0.837, 1.090, 0.485)
O (-0.087, 1.416, -0.425)
C (-1.674, 2.133, 1.220)
C (-2.260, 3.110, 0.191)
C (-3.377, 2.446, -0.608)
C (-4.483, 1.953, 0.318)
C (-3.918, 0.965, 1.333)
C (-2.789, 1.614, 2.130)
H (-2.397, 0.926, 2.884)
H (-3.196, 2.472, 2.672)
H (-3.546, 0.088, 0.802)
H (-4.706, 0.637, 2.015)
H (-5.273, 1.474, -0.265)
H (-4.923, 2.804, 0.843)
H (-2.966, 1.603, -1.168)
H (-3.784, 3.158, -1.329)
H (-1.464, 3.431, -0.482)
H (-2.651, 3.988, 0.709)
H (-0.948, 2.682, 1.835)
H (-1.457, -0.424, 1.717)
C (-0.841, -2.607, 0.430)
H (-0.078, -3.357, 0.648)
H (-1.513, -2.579, 1.292)
C (-1.633, -3.043, -0.810)
C (-0.717, -3.292, -2.007)
H (0.089, -3.971, -1.736)
H (-1.280, -3.736, -2.824)
H (-0.276, -2.367, -2.369)
C (-2.728, -2.041, -1.167)
H (-2.303, -1.069, -1.406)
H (-3.425, -1.924, -0.339)
H (-3.288, -2.387, -2.032)
H (-2.114, -3.995, -0.555)
H (0.013, -0.988, -0.747)
H (1.609, 0.478, -0.003)
H (3.572, -0.868, 1.775)
H (3.530, 0.901, 1.571)
H (7.478, 1.223, -2.245)
H (6.858, 2.116, -0.848)
H (5.738, 1.476, -2.061)



Entry 4:
The following is a DFT calculation (wB97M-V/def2-TZVPD) of C17H30N4OP2Sn as an isolated structure.

## Properties
- HOMO level (spin up / spin down) (eV) = -6.2 / -5.8
- electronic energy (Eh) = -1856.70486
- lowest unoccupied orbital energy (spin up / spin down) (Ha) = -0.045 / -0.053
- Kohn-Sham gap (spin up / spin down) (eV) = 4.98 / 4.39

CARTESIAN COORDINATES (ANGSTROEM)
Sn (-0.095, 0.297, 0.252)
P (-1.195, -0.570, 2.459)
P (1.268, 0.475, -2.269)
N (-1.126, -0.942, -0.944)
H (0.335, -0.129, 2.030)
C (-2.822, 0.042, 2.559)
H (-3.043, -0.325, 3.570)
H (-3.454, -0.475, 1.817)
H (-2.914, 1.137, 2.495)
C (-0.183, -0.019, 3.888)
H (-0.863, -0.390, 4.614)
H (-0.070, 1.069, 3.849)
H (0.783, -0.543, 3.821)
C (-1.206, -2.326, 2.356)
H (-1.580, -2.528, 3.374)
H (-0.223, -2.790, 2.206)
H (-1.932, -2.676, 1.608)
C (0.282, 1.326, -3.572)
H (0.805, 1.410, -4.541)
H (0.014, 2.324, -3.200)
H (-0.654, 0.787, -3.737)
C (2.822, 1.482, -2.197)
H (3.263, 1.734, -3.169)
H (3.571, 0.956, -1.596)
H (2.611, 2.418, -1.669)
C (1.789, -1.103, -3.095)
H (2.312, -0.989, -4.050)
H (0.910, -1.734, -3.245)
H (2.436, -1.658, -2.400)
C (-1.238, -2.230, -1.232)
C (-2.533, -4.190, -2.149)
C (-2.427, -2.839, -1.835)
C (-0.208, -3.221, -1.005)
C (-0.351, -4.561, -1.349)
C (-1.496, -5.097, -1.918)
H (-3.433, -4.582, -2.596)
H (-3.277, -2.166, -2.015)
H (0.713, -2.860, -0.526)
H (0.473, -5.234, -1.170)
H (-1.566, -6.152, -2.182)
C (-0.454, 3.415, 0.298)
O (-0.660, 2.481, -0.572)
C (-1.664, 3.742, 1.111)
H (-1.468, 4.225, 2.091)
H (-2.342, 2.865, 1.227)
H (-2.073, 4.390, 0.434)
C (0.968, 3.861, 0.561)
H (1.056, 4.451, -0.322)
H (1.746, 3.076, 0.520)
H (1.174, 4.481, 1.431)
N (2.177, 0.107, 0.798)
C (3.068, 0.509, 1.528)
N (4.071, 0.625, 2.242)
C (4.614, 1.745, 2.631)
N (5.152, 2.743, 3.023)



Which of these has the highest electronic energy?
C17H30N2O4



Which value of electronic energy does entry 1 give?
-1465.65933 Eh



electronic energy of number 4 (C17H30N4OP2Sn)?
-1856.70486 Eh



What is the electronic energy in the first record?
-1465.65933 Eh